[1]
DFT (the ωB97M-V functional and the def2-TZVPD basis) results for a cluster of 2 separate species, C18H26N2O6P in total.

Structure (ORCA input):
```
! wB97M-V def2-TZVPD RIJCOSX def2/J DEFGRID3
* xyz 1 1
O -3.2434 1.0937 -6.8995
C -2.3037 1.7654 -6.4278
N -1.2344 2.4060 -7.2028
C 0.0333 2.6262 -6.4892
O 1.1951 2.7441 -6.9666
C -0.4719 2.7324 -4.9816
C 0.2093 3.2383 -3.6960
C -0.5610 3.2733 -2.3205
C 0.2272 3.8631 -1.0708
P -0.0693 2.9778 0.5643
O -1.2135 1.9628 0.5725
O 1.4192 2.2981 1.1068
O -0.4257 4.2162 1.7173
C -2.0196 2.7653 -2.3414
C -2.7335 2.2008 -3.6261
C -1.9325 2.2035 -4.9431
H -1.1714 2.1808 -8.2069
H 1.2769 3.6230 -3.7639
H 0.0360 4.9890 -0.9638
H 1.3557 3.7512 -1.3083
H 2.1305 2.8813 0.7344
H -0.1952 5.0710 1.2660
H -2.6353 2.7799 -1.3849
H -3.8050 1.8099 -3.6017
C 0.2692 -3.8282 3.9954
C 1.2995 -3.3578 2.9376
C 2.0158 -2.0863 3.4496
C 1.1124 -0.8580 3.4384
C 0.5131 -0.6363 2.0555
C -0.1706 -1.8859 1.4467
N 0.6339 -3.1355 1.6152
O 1.5722 -3.1303 0.6957
C -1.5719 -2.0930 2.0726
C -0.4922 -1.5632 -0.0399
C 2.3225 -4.5261 2.8958
H 0.7750 -4.2435 4.8713
H -0.3552 -3.0277 4.3882
H -0.3804 -4.6102 3.5967
H 2.8992 -1.8784 2.8329
H 2.3884 -2.2500 4.4656
H 0.3193 -0.9515 4.1857
H 1.6963 0.0227 3.7255
H -0.2018 0.1908 2.1065
H 1.3182 -0.3004 1.3912
H -2.0220 -3.0292 1.7309
H -2.2499 -1.2858 1.7837
H -1.5726 -2.0910 3.1604
H 0.3951 -1.2618 -0.6039
H -1.1950 -0.7288 -0.1111
H -0.9456 -2.4218 -0.5439
H 1.8498 -5.4478 2.5435
H 2.7267 -4.7232 3.8920
H 3.1827 -4.3151 2.2556
*
```

Values from the calculation:
Frontier orbital gap   4.234 eV
LUMO energy   -7.3 eV
DFT total energy   -1603.379334 Eh

=====

[2]
DFT (the ωB97M-V functional and the def2-TZVPD basis) results for a structure of composition C18H26N3NdO8P2.

Structure (ORCA input):
```
! wB97M-V def2-TZVPD RIJCOSX def2/J DEFGRID3
* xyz 2 4
Nd 0.2009 -0.3990 0.4492
P -2.7693 0.1317 -0.4438
C -2.0729 0.5247 -2.0690
C -0.7966 1.1227 -2.4277
N 0.3473 0.8617 -1.6943
C 1.5353 1.1794 -2.2710
C 1.6085 1.9164 -3.4411
C 0.4732 2.2311 -4.1756
C -0.7334 1.8257 -3.6473
C 2.8480 0.7646 -1.5966
P 2.8370 -0.8550 -0.6758
H -1.6635 1.9694 -4.1910
H 2.5836 2.2257 -3.7907
H 0.5143 2.7880 -5.1170
H 3.6497 0.6933 -2.3709
H 3.1177 1.5660 -0.8701
H -2.0096 -0.8432 -2.9114
H -2.8861 1.0454 -2.6139
H -0.8956 -2.3218 -2.0969
O -1.9000 -1.8134 -3.2834
H -2.2206 -1.7750 -4.1955
H -2.0882 -0.8819 0.3760
O -0.2416 -2.3305 -1.2878
H 0.5927 -2.7402 -1.5847
C 3.6017 -1.9301 -1.9506
H 4.6197 -1.5934 -2.2249
H 3.6650 -2.9623 -1.5774
H 3.0042 -1.9512 -2.8686
C 4.3436 -0.5327 0.3036
H 4.4510 -1.2907 1.0722
H 5.2629 -0.5116 -0.3184
H 4.2732 0.4303 0.8201
C -3.7081 1.5735 0.0740
H -4.6992 1.5195 -0.4282
H -3.8200 1.6257 1.1538
H -3.1920 2.4800 -0.2764
C -4.0981 -0.9941 -0.9682
H -4.6655 -1.3165 -0.0976
H -4.7210 -0.4326 -1.6994
H -3.6835 -1.8710 -1.4572
O 0.6574 -0.6500 2.7789
C 0.0951 0.4502 3.1563
O -0.3971 1.1895 2.2212
C 0.0715 0.8405 4.6000
C -0.5976 1.9750 5.0798
C -0.6851 2.2311 6.4807
C -0.0765 1.3873 7.4217
C 0.6435 0.2832 6.9315
C 0.7196 0.0237 5.5368
N 1.2655 -0.6030 7.8813
O 1.1159 -0.3595 9.1023
O 1.9234 -1.5693 7.4472
N -1.4754 3.3316 6.9801
O -1.9965 4.0965 6.1444
O -1.5895 3.4758 8.2252
H -1.0759 2.6643 4.3965
H -0.1425 1.5937 8.4934
H 1.2788 -0.8538 5.2386
*
```

Values from the calculation:
Energy relative to the best compared isomer or geometry (same formula, charge and spin)   0.000 eV
Frontier orbital gap (alpha / beta)   5.996 / 6.138 eV
LUMO energy (alpha / beta)   -8.0 / -7.8 eV
DFT total energy   -2711.096833 Eh